ORCA calculation (ωB97M-V/def2-TZVPD) on a 2-piece molecular cluster, C2H4BrFO overall at a distorted geometry.

Electronic energy = -2827.5672 a.u.
Orbital gap (spin up / spin down) = 9.03 / 8.13 eV
Energy above the lowest of the compared OMol25 structures with the same formula, charge and spin = 434.8 kJ/mol
Total charge = 0
Highest occupied orbital energy (spin up / spin down) = -8.76 / -7.85 eV
Maximum force = 4.4 eV/Å

Structure (XYZ):
```
9
Properties=species:S:1:pos:R:3:forces:R:3:lowdin_charge:R:1
C 0.550841 -0.677463 0.399691 0.111 0.934 1.291 0.080
C -2.208651 0.998105 0.200694 0.882 -2.739 3.352 -0.887
O -2.139340 1.846287 -0.734299 -0.746 1.934 -2.920 0.049
F -2.452398 1.488449 1.452724 -0.014 0.335 -0.512 -0.036
Br -3.217489 -0.596771 -0.043063 -0.123 0.362 -0.373 0.731
H 1.017354 0.282144 0.459173 0.129 0.394 0.621 -0.023
H 0.354151 -1.297018 1.256870 -0.049 0.069 0.002 -0.005
H 0.553614 -1.028894 -0.565535 -0.333 -1.219 -1.914 -0.046
H -1.604194 2.631638 -0.584742 0.144 -0.070 0.453 0.139
```
Positions in Å, forces in eV/Å.

ORCA calculation (ωB97M-V/def2-TZVPD) on a 2-piece molecular cluster, C2H4BrFO overall at a distorted geometry.

Electronic energy = -2827.6750 a.u.
Orbital gap = 10.55 eV
Energy above the lowest of the compared OMol25 structures with the same formula, charge and spin = 152.0 kJ/mol
Total charge = 0
Structure (SMILES) = C=C(O)F.Br
Highest occupied orbital energy = -10.09 eV
Maximum force = 4.5 eV/Å

Structure (XYZ):
```
9
Properties=species:S:1:pos:R:3:forces:R:3:lowdin_charge:R:1
C 0.995547 0.314964 0.583387 -0.713 -0.175 -2.938 0.106
C 0.559670 0.060921 -0.630503 0.916 -0.558 0.463 -0.435
O -0.542489 -0.685139 -0.935488 0.816 0.501 -0.367 0.020
F 1.334847 0.452121 -1.671168 -1.005 -0.316 -0.100 0.075
H 1.786445 0.888142 0.814095 3.011 2.101 -0.295 0.042
H 0.586728 0.074948 1.451373 -2.659 -1.704 3.197 0.022
H -0.254143 -1.529272 -1.311330 -0.089 0.082 -0.077 0.132
Br -2.751001 0.592043 1.105026 -0.964 0.670 0.574 0.392
H -1.715604 -0.168728 0.594607 0.685 -0.602 -0.457 -0.354
```
Positions in Å, forces in eV/Å.

ORCA calculation (ωB97M-V/def2-TZVPD) on C2H4BrI as an isolated structure at a distorted geometry.

Electronic energy = -2950.2467 a.u.
Orbital gap (spin up / spin down) = 7.39 / 7.39 eV
Energy above the lowest of the compared OMol25 structures with the same formula, charge and spin = 171.0 kJ/mol
Total charge = 0
Highest occupied orbital energy (spin up / spin down) = -9.18 / -9.18 eV
Maximum force = 3.6 eV/Å

Structure (XYZ):
```
8
Properties=species:S:1:pos:R:3:forces:R:3:lowdin_charge:R:1
C -0.680313 0.339658 0.343308 0.889 3.519 -0.278 -0.277
C 0.204548 -0.470858 -0.449136 1.666 -0.119 -0.506 -0.878
Br 0.517742 -2.186640 0.102446 0.455 -1.074 0.668 0.736
I 2.557509 0.992450 -0.049257 -1.643 -1.162 -0.666 0.211
H -0.063582 0.849455 1.088250 -0.592 -0.284 0.410 0.027
H -1.019306 1.174897 -0.308816 -0.024 -0.468 0.395 0.100
H -1.508734 -0.130595 0.764771 -1.291 -1.112 0.695 0.057
H -0.007861 -0.568365 -1.491567 0.540 0.699 -0.718 0.023
```
Positions in Å, forces in eV/Å.

ORCA calculation (ωB97M-V/def2-TZVPD) on one molecule with the formula C2H4BrN at a distorted geometry.

Electronic energy = -2707.3209 a.u.
Orbital gap = 11.13 eV
Energy above the lowest of the compared OMol25 structures with the same formula, charge and spin = 100.3 kJ/mol
Total charge = 0
Structure (SMILES) = C/N=C/Br
Highest occupied orbital energy = -10.20 eV
Maximum force = 6.2 eV/Å

Structure (XYZ):
```
8
Properties=species:S:1:pos:R:3:forces:R:3:lowdin_charge:R:1
C 0.178369 0.682829 -0.882610 5.312 -0.335 3.273 -0.063
N 0.614027 -0.579522 0.039305 -1.678 1.698 -1.043 -0.062
C -0.249357 -0.742161 0.939071 1.630 -0.266 -1.193 -0.766
Br -0.184413 -2.229647 2.070192 -0.081 -0.122 0.365 0.681
H 1.125401 0.756911 -1.434352 -0.726 0.188 -0.551 0.062
H 0.164035 1.641915 -0.304890 -0.518 -0.995 -0.163 0.083
H -0.633858 0.502667 -1.462997 -2.368 -0.684 -1.530 0.023
H -1.014203 -0.032992 1.036281 -1.571 0.515 0.841 0.042
```
Positions in Å, forces in eV/Å.

ORCA calculation (ωB97M-V/def2-TZVPD) on a 2-piece molecular cluster, C2H4BrN overall at a distorted geometry.

Electronic energy = -2707.2546 a.u.
Orbital gap (spin up / spin down) = 6.54 / 6.54 eV
Energy above the lowest of the compared OMol25 structures with the same formula, charge and spin = 274.3 kJ/mol
Total charge = 0
Highest occupied orbital energy (spin up / spin down) = -8.53 / -8.53 eV
Maximum force = 4.3 eV/Å

Structure (XYZ):
```
8
Properties=species:S:1:pos:R:3:forces:R:3:lowdin_charge:R:1
C -0.411617 1.690201 -0.095009 2.524 -3.102 1.061 0.188
C 0.205431 -0.595507 -0.080714 1.332 -2.260 3.445 -0.134
N 0.400102 0.818138 0.032559 -3.544 2.146 -1.297 0.015
Br -3.170956 -0.190571 0.135034 0.933 0.654 -0.143 -0.310
H -0.659156 2.693426 0.035960 -0.725 1.330 -0.089 0.085
H 0.884609 -1.004756 -0.819362 -0.328 0.076 -0.506 0.076
H -0.938217 -0.789903 -0.133444 1.418 0.165 -0.067 -0.072
H 0.703713 -1.044721 0.949769 -1.610 0.992 -2.404 0.152
```
Positions in Å, forces in eV/Å.

ORCA calculation (ωB97M-V/def2-TZVPD) on a 2-piece molecular cluster, C2H4BrOP overall at a distorted geometry.

Electronic energy = -3069.0843 a.u.
Orbital gap (spin up / spin down) = 5.76 / 5.76 eV
Energy above the lowest of the compared OMol25 structures with the same formula, charge and spin = 339.5 kJ/mol
Total charge = 0
Highest occupied orbital energy (spin up / spin down) = -9.50 / -9.50 eV
Maximum force = 4.2 eV/Å

Structure (XYZ):
```
9
Properties=species:S:1:pos:R:3:forces:R:3:lowdin_charge:R:1
C 1.118186 1.439711 0.566138 -0.536 1.402 0.404 -0.669
C -0.773201 -0.555799 0.100803 -2.912 0.778 2.957 -0.350
O 0.480179 1.993385 -0.305322 0.774 -0.500 0.589 -0.047
P 0.624707 -0.198836 1.255004 0.280 0.063 -1.462 1.063
Br 3.716609 -0.047537 -0.402754 -1.568 -0.148 0.761 -0.200
H 1.854076 1.962977 1.238596 -0.106 -0.229 -0.839 0.065
H -1.671391 0.201855 -0.203975 2.335 -1.388 1.461 0.132
H -1.174793 -1.529389 0.459663 -0.072 0.716 -0.384 0.028
H -0.356993 -0.701145 -0.801660 1.806 -0.693 -3.488 -0.021
```
Positions in Å, forces in eV/Å.

ORCA calculation (ωB97M-V/def2-TZVPD) on a 2-piece molecular cluster, C2H4BrOP overall at a distorted geometry.

Electronic energy = -3069.1079 a.u.
Orbital gap (spin up / spin down) = 8.18 / 7.25 eV
Energy above the lowest of the compared OMol25 structures with the same formula, charge and spin = 277.6 kJ/mol
Total charge = 0
Highest occupied orbital energy (spin up / spin down) = -7.98 / -8.14 eV
Maximum force = 2.2 eV/Å

Structure (XYZ):
```
9
Properties=species:S:1:pos:R:3:forces:R:3:lowdin_charge:R:1
C 0.485553 1.130478 2.079638 0.553 0.191 -1.997 -0.122
C -0.024869 -1.013546 -0.959490 -0.940 0.708 1.192 -0.490
O 1.040664 0.194172 2.472759 0.488 -0.946 0.829 0.031
P 0.554525 0.755394 -1.043793 0.838 -0.830 0.769 0.362
Br -1.211582 1.524716 -2.030449 -0.785 0.517 -0.329 0.162
H -0.364204 1.657515 2.456173 -1.101 0.623 0.839 0.044
H 0.681252 -1.781410 -0.996136 2.064 -0.761 0.407 -0.006
H -0.489258 -1.185164 -1.892844 -1.293 -0.062 -0.853 -0.029
H -0.672082 -1.282155 -0.085857 0.177 0.559 -0.858 0.049
```
Positions in Å, forces in eV/Å.

ORCA calculation (ωB97M-V/def2-TZVPD) on one molecule with the formula C2H4BrP at a distorted geometry.

Electronic energy = -2993.9156 a.u.
Orbital gap = 10.39 eV
Energy above the lowest of the compared OMol25 structures with the same formula, charge and spin = 102.2 kJ/mol
Total charge = 0
Structure (SMILES) = Br[C@H]1CP1
Highest occupied orbital energy = -9.62 eV
Maximum force = 2.0 eV/Å

Structure (XYZ):
```
8
Properties=species:S:1:pos:R:3:forces:R:3:lowdin_charge:R:1
Br -1.187175 -1.891368 -1.140272 0.353 0.377 0.171 0.585
C -0.493215 -0.220235 -0.451366 -1.788 0.782 -0.464 -1.103
C 0.344918 -0.198218 0.741799 0.883 0.301 1.053 -0.464
P 1.177435 0.449606 -0.858591 -0.965 0.948 1.135 0.836
H -1.273016 0.582013 -0.496623 0.583 -1.226 -0.037 0.057
H 0.179360 0.660912 1.429178 0.002 -1.118 -0.317 0.066
H 0.692339 -1.137848 1.222795 -0.250 0.788 -0.635 0.073
H 0.559355 1.755138 -0.446920 1.182 -0.853 -0.905 -0.050
```
Positions in Å, forces in eV/Å.